Computed, not measured: a molecular structure, C50H52AgAsN7O5P, with ωB97M-V with the def2-TZVPD basis set.

Results
Relative energy (zero: lowest compared OMol25 entry of this formula, charge and spin) ... 0.632 eV
Net charge ... -2
LUMO energy ... 0.144 Eh
Spin multiplicity ... 1
Energy ... -5420.224010 hartree
Orbital gap ... 0.1770 Ha

Geometry as XYZ:
```
117
Properties=species:S:1:pos:R:3:mulliken_charge:R:1
Ag -0.2357 0.2238 0.6171 1.00
As 6.6470 -1.6873 2.5410 0.18
P 2.6694 -0.3275 0.2893 0.53
O -2.3526 2.1251 -0.8929 -0.73
O -0.7119 -2.0207 1.3528 -0.37
O 1.1362 0.7210 -1.3593 -0.44
O -6.3153 2.0804 1.7069 -0.76
O -2.3769 0.8923 3.4775 -0.77
N -0.0881 2.5633 5.6347 -0.63
N -1.9131 -2.0860 -0.6504 -1.03
N -4.3299 1.3135 2.4466 0.25
N 0.8914 0.6762 2.6733 0.60
N -2.2738 1.4424 1.2561 0.50
N 0.4545 0.3168 5.4163 -0.68
N -1.0014 -1.1759 -1.1757 2.08
C 3.8424 -2.5025 5.6615 -0.74
C 0.8181 -0.6857 4.6117 -0.96
C 7.5111 1.5065 5.1401 -0.51
C 5.0864 -3.8395 3.5853 -0.27
C -5.1359 1.6632 -0.9510 -1.64
C 4.9912 2.6587 -1.1943 -0.90
C 0.2797 1.4896 4.8249 0.71
C 1.4700 1.7229 -3.4961 -1.72
C 7.3001 0.2534 4.5892 -0.39
C 7.2733 2.6468 4.3840 -0.51
C -0.9756 -1.0885 -2.4600 0.38
C 2.2484 -2.2711 -1.7275 -0.37
C 0.5361 1.6731 3.4651 -0.87
C 6.8411 2.5164 3.0713 -0.60
C 4.1712 -4.5067 4.3838 -0.69
C 1.9915 -3.5540 -2.1859 -1.01
C 4.0130 -0.6847 1.6123 -0.67
C 5.4881 0.7731 -2.5841 -0.73
C 3.8727 0.5431 -0.7979 1.27
C -2.6164 -4.5279 1.5062 -0.26
C 6.8275 0.1088 3.2830 0.24
C -4.4147 2.3153 0.2423 2.78
C -1.8157 -2.0259 -3.3021 -1.59
C 5.6913 2.1058 -2.2602 -0.55
C 5.3908 -2.4975 3.8092 -0.06
C -3.6762 4.5907 1.1579 -1.12
C -3.5987 -5.2485 2.1720 -0.56
C 5.2940 -1.3536 1.1377 -1.46
C -5.1192 1.8945 1.5172 -0.02
C 4.7497 -1.8346 4.8502 0.35
C -2.9224 1.9234 0.1700 -0.48
C -4.7541 -4.6143 2.6085 -0.47
C 6.6298 1.2600 2.5239 -0.16
C -4.5289 3.8471 0.1306 -1.52
C 2.5423 -3.1220 0.4849 -0.09
C -2.8952 1.1980 2.4116 -0.12
C 2.3086 -4.4077 0.0249 -0.89
C 0.7527 0.7288 -2.5866 0.45
C 2.5377 -2.0278 -0.3847 1.37
C -3.9337 -2.5377 1.7136 0.35
C 2.0295 -4.6324 -1.3155 -1.00
C 3.5563 -3.8403 5.4350 -0.39
C 4.5903 -0.0018 -1.8603 -0.27
C -0.1709 -0.1121 -3.1509 -1.29
C -5.1216 0.1359 -0.8850 -0.93
C -2.7747 -3.1674 1.2709 -0.53
C -4.9212 -3.2562 2.3709 -0.70
C 4.0974 1.8837 -0.4745 -1.18
C -1.6905 -2.3488 0.6171 -0.32
C 1.0129 -0.5230 3.2587 0.01
H -2.8725 -1.8839 -3.0680 0.24
H -5.5184 -5.1732 3.1374 0.34
H 6.0399 0.3280 -3.4051 0.34
H 5.0677 -2.3279 0.6989 0.54
H 7.8604 1.5972 6.1620 0.37
H 0.9598 -1.6503 5.0857 0.59
H -5.8259 -2.7546 2.6966 0.40
H -0.5147 2.2483 6.4920 0.27
H 5.1519 3.6972 -0.9267 0.41
H -3.9272 4.2780 2.1744 0.23
H -5.5806 4.1151 0.2573 0.48
H -4.0973 -0.2424 -0.8339 0.06
H 4.9414 -0.7825 5.0189 0.35
H -4.7471 1.0503 3.3265 0.29
H 5.5632 -4.3569 2.7582 0.31
H 6.6607 3.4004 2.4720 0.43
H 6.3832 2.7091 -2.8362 0.36
H 1.6868 2.6363 -2.9414 0.28
H 7.4937 -0.6371 5.1786 0.41
H 3.5564 -1.2749 2.4078 0.13
H 3.5437 2.3151 0.3534 0.52
H 1.7416 -3.7083 -3.2295 0.42
H 0.8671 1.9612 -4.3736 0.48
H 6.2972 1.1824 1.4942 0.29
H 4.4602 -1.0442 -2.1214 0.39
H 1.8269 -5.6356 -1.6723 0.32
H -4.0498 -1.4758 1.5368 0.23
H -1.7147 -5.0195 1.1600 0.47
H 3.9314 -5.5438 4.1835 0.40
H -3.8381 5.6682 1.0813 0.49
H -2.6177 4.3874 0.9902 0.19
H -1.6498 -1.8579 -4.3673 0.43
H -4.2147 4.1345 -0.8745 0.39
H 3.3445 -1.9693 6.4621 0.32
H 2.8479 -4.3601 6.0680 0.39
H 4.2254 0.2937 2.0526 0.86
H 1.2560 -1.3563 2.6143 0.60
H -3.4642 -6.3089 2.3576 0.35
H 2.3298 -5.2392 0.7207 0.46
H -1.5646 -3.0580 -3.0504 0.28
H -5.6713 -0.2201 -0.0107 0.21
H 7.4298 3.6286 4.8133 0.37
H -5.5894 -0.2885 -1.7751 0.56
H 0.4479 2.6535 3.0084 0.16
H 2.1730 -1.4431 -2.4166 0.40
H -0.6522 3.2431 5.1476 0.27
H -6.1668 2.0279 -0.9717 0.42
H 2.7103 -2.9831 1.5464 0.07
H -4.6244 1.9882 -1.8575 0.47
H 2.4214 1.2981 -3.8272 0.20
H 5.7858 -0.7661 0.3622 0.51
H -0.3365 -0.0175 -4.2188 0.10
```